C45H43HfN3OS4Te as an isolated structure in a non-equilibrium geometry, computed with ωB97M-V/def2-TZVPD.

```
! wB97M-V def2-TZVPD RIJCOSX def2/J DEFGRID3
* xyz 1 2
C 1.13 -0.62 4.90
C -0.42 1.49 5.75
C -6.65 0.37 0.95
H 2.23 0.28 -2.65
C -1.63 3.57 -1.40
H 0.09 0.89 7.72
H 1.66 6.05 2.20
S -1.60 3.91 0.36
H 4.56 1.05 -2.97
C -2.06 -3.41 0.34
H 6.31 0.36 -1.36
C -4.45 1.49 1.13
H 2.65 -4.65 -2.57
H -1.02 2.33 6.07
H 3.14 0.49 2.86
H 3.37 -3.13 -2.05
C 1.55 -2.94 -3.15
H -2.85 -6.20 2.08
H -1.85 -3.08 -0.67
H 1.44 -1.05 6.97
C -2.61 4.11 -3.53
H 3.92 -3.28 0.77
H -0.19 5.77 0.83
S 0.91 -0.16 2.26
C 2.45 0.83 2.09
C 4.31 0.41 -2.14
H -5.65 1.10 2.73
H -2.41 -1.38 -3.40
C 4.97 -0.85 -0.21
C -0.14 -1.83 -5.05
Hf -1.04 1.23 1.05
H 3.80 -2.02 1.99
C 3.41 -2.35 1.03
H -6.22 2.38 1.65
C -2.39 -2.92 2.68
H -2.31 -5.47 -0.20
H -1.47 -0.36 -2.30
S -1.13 2.39 3.33
H 1.74 -1.43 4.54
H -0.83 -1.43 -5.78
C 1.84 4.99 2.21
Te 0.56 -1.42 -0.69
H -6.76 0.65 -0.10
C -2.33 -4.74 0.60
S 0.38 1.67 -1.10
N -1.53 -0.50 0.03
C -2.55 4.28 -2.16
C 1.16 -2.92 -6.92
H 1.94 -3.75 -1.21
H -6.22 -0.63 1.01
H -2.88 -4.57 3.93
H -3.21 4.97 -1.67
C -5.76 1.39 1.68
H 3.91 2.64 3.44
C -0.33 -1.53 -3.71
C 0.56 -2.03 -2.76
H 0.91 -3.96 -7.14
H 2.85 0.57 1.11
O -1.94 -0.23 2.18
N -3.40 1.61 0.68
C 2.43 -3.66 -2.19
H 2.34 -2.56 1.12
H -3.34 4.65 -4.11
C 3.01 -0.03 -1.96
C 0.04 4.75 0.52
H 3.49 5.09 3.58
C 5.29 0.01 -1.24
H 0.57 -2.28 -7.56
C 0.53 0.22 3.97
C -2.10 -2.49 1.38
C 3.67 -1.33 -0.04
C -1.69 3.27 -4.15
C -2.63 -5.17 1.89
H -1.69 3.16 -5.23
C 1.71 -3.21 -4.50
C 0.20 0.68 6.67
H -2.39 -2.19 3.48
C 0.90 -2.64 -5.47
C -0.75 2.66 -2.01
H 0.45 4.78 -0.50
H -0.04 1.94 -3.89
C 2.87 4.45 2.96
C 1.04 4.14 1.45
H -7.63 0.35 1.41
C -0.77 2.57 -3.40
C -1.54 -0.73 -3.32
C 3.09 3.09 2.91
C -2.65 -4.25 2.93
C -0.29 1.28 4.37
C 2.21 2.30 2.17
H -1.69 0.10 -4.00
C 2.68 -0.89 -0.92
N 1.18 2.81 1.48
C 0.97 -0.40 6.25
H 5.74 -1.18 0.48
C -1.87 -1.06 1.16
H 2.50 -3.89 -4.80
H 2.21 -2.78 -7.15
*
```

Calculated values
- Calculated total energy: -3888.794929 a.u.
- HOMO (alpha / beta): -9.3 / -9.8 eV
- Expectation value of S²: 0.76
- HOMO-LUMO gap (alpha / beta): 0.260 / 0.219 Eh

---

One molecule with the formula C4H7FN2O in a non-equilibrium geometry, computed with ωB97M-V/def2-TZVPD.

```
! wB97M-V def2-TZVPD RIJCOSX def2/J DEFGRID3
* xyz 0 1
H 1.72 -1.91 -0.47
H -0.10 1.98 1.53
C 0.70 -1.60 -0.62
N -0.23 1.87 0.51
O -1.99 -1.11 0.21
H 0.52 -0.75 1.40
H 0.79 1.06 -1.09
C 0.34 -0.49 0.36
H 1.75 1.18 0.37
C 0.75 0.90 -0.03
H -2.26 1.52 -0.08
C -1.16 -0.24 0.30
N -1.44 1.09 0.28
F 0.68 -1.09 -2.01
H -0.05 -2.40 -0.65
*
```

Calculated values
- Structure (SMILES): O=C1NNC[C@@H]1CF
- Calculated total energy: -441.198782 a.u.
- HOMO: -9.5 eV
- HOMO-LUMO gap: 0.380 Eh

---

One molecule with the formula C3H4N4O in a non-equilibrium geometry, computed with ωB97M-V/def2-TZVPD.

```
! wB97M-V def2-TZVPD RIJCOSX def2/J DEFGRID3
* xyz 0 1
C 0.47 1.65 0.20
H -1.55 -0.31 -1.40
N 0.21 -0.71 0.93
N -0.08 -2.41 -0.70
C -0.94 0.47 -0.98
C -0.05 0.38 0.12
N 0.28 -2.07 0.35
H 0.65 -2.65 1.14
N -0.94 1.67 -1.47
O -0.08 2.41 -0.75
H 0.87 -0.55 1.68
H 1.17 2.11 0.87
*
```

Calculated values
- Calculated total energy: -410.817807 a.u.
- HOMO: -8.7 eV
- HOMO-LUMO gap: 0.345 Eh

---

C9H10F3N2O4SSn as an isolated structure, computed with ωB97M-V/def2-TZVPD.

```
! wB97M-V def2-TZVPD RIJCOSX def2/J DEFGRID3
* xyz 1 1
C -2.27 -2.06 -1.47
H 0.96 -2.04 -0.49
N 0.84 -0.82 1.79
C 2.65 -0.09 -1.03
F -0.94 -2.25 -1.45
S -2.66 -0.57 -0.46
H 3.98 0.16 -2.68
O -1.89 -0.79 0.80
H 4.63 0.70 -1.13
O -1.91 0.50 -1.17
Sn -0.29 0.80 0.42
H 2.21 -3.19 -0.05
C 2.14 -2.17 3.82
H -0.11 0.27 3.27
C 1.90 -2.15 0.04
O -4.07 -0.46 -0.36
O 1.53 0.43 -0.85
H 3.82 -1.71 -0.78
H 2.65 -2.70 4.61
C 0.61 -0.52 3.07
F -2.86 -3.12 -0.97
C 2.37 -2.50 2.50
N 2.91 -1.32 -0.61
H 3.40 1.67 -1.96
C 1.70 -1.81 1.50
F -2.65 -1.87 -2.71
C 1.24 -1.16 4.12
C 3.73 0.66 -1.74
H 3.05 -3.30 2.24
H 1.02 -0.89 5.14
*
```

Calculated values
- Calculated total energy: -1671.365421 a.u.
- HOMO: -13.5 eV
- HOMO-LUMO gap: 0.374 Eh

---

An isolated ion of composition C5H6N and charge +1 in a non-equilibrium geometry, computed with ωB97M-V/def2-TZVPD.

```
! wB97M-V def2-TZVPD RIJCOSX def2/J DEFGRID3
* xyz 1 1
C -1.14 0.29 -0.83
H -2.28 -1.30 0.86
C -1.52 -0.60 0.64
H 2.19 0.63 -0.02
N 0.16 0.38 -0.17
H 0.63 -0.97 1.52
C 1.42 0.79 -0.67
H 1.21 1.76 -1.11
H -1.91 0.43 0.85
C -0.04 -0.53 0.82
H 1.81 0.13 -1.34
C -0.52 -1.02 -0.57
*
```

Calculated values
- Calculated total energy: -248.286424 a.u.
- HOMO: -15.7 eV
- HOMO-LUMO gap: 0.389 Eh

---

C6H7N as an isolated structure in a non-equilibrium geometry, computed with ωB97M-V/def2-TZVPD.

```
! wB97M-V def2-TZVPD RIJCOSX def2/J DEFGRID3
* xyz 0 1
C -2.29 -0.20 -0.08
C -0.47 0.62 -0.13
C 0.98 1.13 0.06
H 3.79 -1.21 -0.41
H 1.22 1.94 -0.58
H -2.87 -0.42 0.89
C 3.07 -0.59 -0.19
H 0.68 1.32 1.16
C -0.87 -0.84 0.04
H -0.60 -1.07 1.15
H -2.72 -0.46 -1.08
N -1.62 1.17 -0.12
H -0.48 -1.61 -0.61
C 2.17 0.22 -0.09
*
```

Calculated values
- Calculated total energy: -287.415915 a.u.
- HOMO: -9.6 eV
- HOMO-LUMO gap: 0.386 Eh

---

C3H9N5O2 as an isolated structure in a non-equilibrium geometry, computed with ωB97M-V/def2-TZVPD.

```
! wB97M-V def2-TZVPD RIJCOSX def2/J DEFGRID3
* xyz 0 1
H -2.44 -1.86 -0.46
H 0.97 0.57 1.73
H 1.56 2.86 0.46
O -1.79 1.44 -0.02
H 3.06 -0.71 1.57
N 1.50 -0.97 0.10
H -0.83 -0.93 -2.36
N 1.48 -0.61 1.60
N 0.55 0.97 -0.68
H -0.85 1.08 -0.26
C 0.48 -0.36 -0.65
N 1.76 1.63 -0.07
N -0.54 -0.96 -1.34
H 2.54 1.87 -1.42
H 1.41 -1.93 0.13
H -1.15 -1.58 0.78
C -2.50 0.28 0.35
C -1.57 -1.08 -0.14
O -3.64 0.29 0.68
*
```

Calculated values
- Calculated total energy: -543.531800 a.u.
- HOMO: -9.1 eV
- HOMO-LUMO gap: 0.316 Eh

---

One molecule with the formula C3H4N2S2 in a non-equilibrium geometry, computed with ωB97M-V/def2-TZVPD.

```
! wB97M-V def2-TZVPD RIJCOSX def2/J DEFGRID3
* xyz 0 1
H 0.59 -2.39 -2.00
S -0.36 1.20 1.32
C -1.21 1.37 -0.23
N 1.70 -0.68 1.52
H 2.43 -0.29 2.08
H -2.21 1.90 -0.20
H -0.64 2.19 -0.78
C 0.70 -0.09 1.12
S -1.54 -0.23 -1.06
N 0.66 -1.90 -1.10
C -0.12 -1.08 -0.67
*
```

Calculated values
- Calculated total energy: -1022.474458 a.u.
- HOMO: -7.6 eV
- HOMO-LUMO gap: 0.300 Eh

---

The following relative energy (zero: lowest compared OMol25 entry of this formula, charge and spin) values (in kcal per mole) correspond, in order, to the records above: 17.2; 32.9; 116.4; 0.0; 206.6; 107.5; 246.8; 88.6.